A cluster of 7 separate species, C23H28F7O25PS in total at a distorted geometry, computed with the ωB97M-V functional and the def2-TZVPD basis.

```
85
Properties=species:S:1:pos:R:3
C -2.2210 -1.0845 1.1754
C -1.3300 -0.0713 0.4946
O -1.6968 -0.0703 -0.8949
C 0.1723 -0.4223 0.6133
C 0.4810 -1.4897 -0.3686
O 0.2640 -2.6509 -0.2776
O 1.0965 -0.9846 -1.5046
C 1.8716 -1.8504 -2.2894
O 2.6370 -1.0398 -3.1201
P 3.0808 -2.8983 -1.2757
O 2.7053 -4.2252 -0.7512
S 0.8564 -2.8704 -3.4872
O 1.1673 -4.2393 -3.2985
O 0.9442 -2.2621 -4.7703
F -0.5710 -2.5932 -2.9599
H -2.2555 -2.0019 0.5885
H -3.2344 -0.6974 1.2497
H -1.8391 -1.3153 2.1670
H -1.4919 0.9168 0.9155
H -1.1938 0.6284 -1.3312
H 0.3913 -0.7760 1.6158
H 0.7464 0.4764 0.4004
H 2.7775 -0.2012 -2.6575
H 3.3229 -1.9770 -0.2379
H 4.2087 -2.9711 -2.1009
O -3.1139 2.0731 3.0955
C -2.3527 2.9461 2.8529
O -1.9149 3.8709 3.7316
C -0.8925 4.6525 3.1017
C -1.2120 4.4602 1.6359
F -0.1000 4.4538 0.8578
O -1.7926 3.1668 1.6264
H 0.0804 4.2320 3.3604
H -0.9518 5.6858 3.4249
H -1.9253 5.1777 1.2311
O -3.5063 6.3839 3.2625
C -3.5414 6.6152 4.4234
O -2.4518 6.7722 5.2115
C -2.8886 7.1733 6.5152
C -4.3198 6.6733 6.5292
F -5.1386 7.4740 7.2473
O -4.6740 6.7436 5.1591
H -2.8588 8.2606 6.5918
H -2.2599 6.7305 7.2814
H -4.4406 5.6456 6.8741
O 3.6058 -2.0049 2.4045
C 4.1614 -3.0515 2.3411
O 5.2792 -3.2910 1.6228
C 5.7021 -4.6373 1.8791
C 4.4128 -5.2850 2.3434
F 4.6235 -6.2425 3.2762
O 3.7333 -4.1906 2.9439
H 6.4479 -4.6403 2.6747
H 6.1156 -5.0834 0.9802
H 3.7918 -5.6910 1.5439
O 0.7059 -3.6612 -11.5943
C 0.6563 -3.3906 -10.4446
O 1.6608 -2.8268 -9.7316
C 1.1688 -2.5136 -8.4238
C 0.0025 -3.4696 -8.2924
F -1.0074 -2.9509 -7.5555
O -0.4207 -3.6111 -9.6364
H 0.8319 -1.4769 -8.3987
H 1.9377 -2.6653 -7.6726
H 0.2630 -4.4505 -7.8927
O 0.4238 0.2877 3.8486
C 0.6581 -0.6941 4.4689
O 0.2669 -1.9368 4.1126
C 0.8709 -2.8780 5.0076
C 1.1518 -2.0118 6.2192
F 2.2742 -2.3852 6.8773
O 1.3507 -0.7355 5.6380
H 1.7981 -3.2496 4.5732
H 0.1943 -3.7039 5.2050
H 0.3314 -1.9511 6.9362
O -2.8069 4.3200 -6.3208
C -2.6081 3.3790 -5.6357
O -3.0842 2.1313 -5.8580
C -2.5036 1.2411 -4.8996
C -2.1225 2.1962 -3.7876
F -0.9910 1.8048 -3.1395
O -1.8660 3.3934 -4.4861
H -1.6174 0.7697 -5.3268
H -3.2165 0.4798 -4.5986
H -2.9046 2.3672 -3.0468
```

Computed properties:
Largest force on an atom ... 1.48 eV Å⁻¹
LUMO level ... 0.2 eV
E_HOMO ... -10.540 eV
Energy ... -4212.91428 Eh
HOMO-LUMO gap ... 10.750 eV